152
Properties=species:S:1:pos:R:3 method="wB97M-V/def2-TZVPD" homo_energy_ha=-0.3143 gap_ev=7.8
C 15.401 8.797 16.325
O 15.901 9.429 15.169
C 16.723 8.646 14.350
C 16.952 9.245 12.967
N 17.867 10.353 12.660
H 17.415 10.606 11.102
H 17.537 11.098 13.242
C 19.319 10.216 12.701
C 19.864 10.624 14.034
O 19.772 9.620 15.048
C 20.220 10.184 16.421
H 14.811 9.583 16.833
H 16.254 8.477 16.988
H 14.849 7.912 16.073
H 16.201 7.723 14.116
H 17.758 8.373 14.785
H 15.958 9.500 12.603
H 17.370 8.453 12.362
H 19.682 10.885 11.933
H 19.716 9.261 12.378
H 19.347 11.524 14.342
H 20.878 10.897 13.790
H 20.508 9.269 16.955
H 19.413 10.734 16.943
H 21.080 10.836 16.223
C 17.620 22.612 11.432
O 17.838 21.217 11.297
C 17.887 20.652 12.597
C 17.714 19.132 12.577
N 18.548 18.390 11.701
H 18.273 18.593 10.785
H 20.016 18.509 12.344
C 18.271 16.989 11.959
C 16.874 16.580 11.599
O 16.556 17.244 10.406
C 15.605 16.714 9.489
H 16.950 22.769 12.344
H 17.132 23.010 10.592
H 18.606 23.188 11.648
H 17.066 20.947 13.233
H 18.809 21.087 13.035
H 16.643 18.992 12.238
H 17.872 18.806 13.623
H 18.428 16.889 13.055
H 19.055 16.353 11.447
H 16.191 16.822 12.408
H 16.914 15.464 11.486
H 16.049 15.998 8.792
H 15.353 17.567 8.846
H 14.696 16.322 9.982
C 18.096 19.842 17.141
O 19.360 19.224 17.176
C 19.691 18.364 16.102
C 20.978 17.572 16.430
N 22.074 18.294 17.083
H 22.122 19.193 16.573
H 21.777 18.624 18.031
C 23.431 17.740 17.169
C 23.449 16.682 18.187
O 22.703 17.276 19.269
C 22.643 16.512 20.518
H 17.266 19.220 16.732
H 18.247 20.661 16.452
H 17.883 20.311 18.120
H 19.774 18.961 15.192
H 18.945 17.558 15.891
H 21.420 17.021 15.607
H 20.627 16.863 17.162
H 24.105 18.570 17.477
H 23.745 17.406 16.200
H 24.438 16.442 18.418
H 22.990 15.699 17.925
H 23.615 16.699 21.049
H 22.466 15.440 20.444
H 21.922 17.067 21.100
C 10.560 15.367 11.186
O 10.495 15.609 12.600
C 11.802 15.401 13.159
C 11.653 15.876 14.620
N 11.019 14.794 15.445
H 10.018 14.861 15.354
H 11.148 12.635 14.883
C 11.428 14.751 16.789
C 12.547 13.761 17.047
O 13.659 14.065 16.134
C 14.818 13.374 16.474
H 9.571 15.656 10.878
H 10.764 14.292 10.933
H 11.309 16.038 10.689
H 12.491 16.009 12.515
H 11.979 14.272 13.084
H 11.050 16.792 14.589
H 12.650 16.018 15.134
H 10.551 14.596 17.464
H 11.768 15.748 17.181
H 12.229 12.724 16.948
H 12.916 13.851 18.098
H 15.178 13.359 17.515
H 15.609 13.682 15.793
H 14.682 12.235 16.368
C 12.155 11.372 13.932
O 12.269 12.134 12.820
O 10.964 11.717 14.619
C 11.956 9.916 13.554
F 11.884 9.116 14.618
F 10.937 9.797 12.811
F 13.073 9.519 12.817
C 13.438 12.065 11.964
C 14.287 13.345 12.062
H 14.669 13.429 13.047
H 15.078 13.264 11.365
H 13.668 14.218 11.883
H 12.945 11.952 10.973
H 14.027 11.169 12.127
H 13.056 11.420 14.509
C 17.667 11.634 9.264
O 18.388 12.728 9.876
O 17.038 10.662 10.096
C 16.528 12.237 8.549
F 16.220 11.329 7.533
F 15.455 12.362 9.379
F 16.793 13.438 8.081
C 19.398 13.253 8.983
C 20.747 12.587 9.274
H 21.628 13.061 8.751
H 20.900 12.607 10.355
H 20.675 11.549 8.943
H 19.484 14.274 9.240
H 19.041 13.167 7.941
H 18.357 11.132 8.512
C 21.989 18.769 12.182
O 21.889 20.052 11.582
O 20.823 18.628 12.948
C 22.205 17.638 11.161
F 21.091 17.073 10.703
F 22.926 18.191 10.168
F 23.038 16.674 11.676
C 22.353 21.075 12.532
C 21.890 22.446 11.999
H 22.232 23.277 12.610
H 22.315 22.677 10.983
H 20.800 22.542 11.966
H 23.482 21.103 12.475
H 22.034 20.859 13.527
H 22.872 18.582 12.823
As 18.950 14.259 14.967
F 18.628 13.668 13.387
F 20.544 13.539 15.028
F 19.299 14.821 16.613
F 17.420 15.153 15.015
F 18.158 12.862 15.611
F 19.649 15.660 14.379